{
  "formula": "C2H3Cl2N2",
  "method": "ωB97M-V/def2-TZVPD",
  "elements": ["C", "C", "N", "N", "Cl", "Cl", "H", "H", "H"],
  "positions_angstrom": [[-2.280172, -1.558911, 0.172219], [-1.218153, -0.998952, 0.116091], [-4.938258, 0.059795, 0.580946], [0.072193, -0.407927, 0.053431], [-4.319246, -1.364838, 0.256992], [-5.205527, 1.094594, -0.719544], [-0.034681, 0.619101, 0.010440], [0.575024, -0.736317, -0.784816], [0.619539, -0.652067, 0.895022]],
  "atomic_forces_ev_per_a": [[-0.9, 0.3, 0.0], [0.5, 0.1, 0.0], [0.2, -0.4, 0.6], [-0.4, -0.2, 0.1], [0.2, 0.3, -0.2], [0.2, -0.2, -0.4], [0.3, -0.3, 0.0], [0.0, 0.2, 0.2], [0.0, 0.1, -0.3]],
  "mulliken_charge": [-0.29, 0.09, -0.10, -0.29, 0.35, 0.06, 0.40, 0.39, 0.39],
  "multiplicity": 1,
  "mol_weight_g_mol": 125.97,
  "orbital_gap_ev": [7.9, 7.9],
  "relative_energy_kcal_mol": 120.5,
  "homo_energy_ev": [-13.57, -13.51],
  "charge": 1
}



{
  "formula": "C10H6O3",
  "method": "ωB97M-V/def2-TZVPD",
  "elements": ["C", "C", "C", "C", "C", "C", "C", "C", "C", "C", "H", "H", "H", "H", "H", "H", "O", "O", "O"],
  "positions_angstrom": [[3.472764, 0.424095, 0.218081], [2.142206, -0.136210, -0.075177], [1.823200, -1.421277, -0.112574], [-0.572041, -1.004474, -0.129404], [-2.005958, -1.355361, -0.004202], [-2.993548, -0.505988, -0.037718], [-2.734427, 0.972912, 0.060674], [-1.311428, 1.309964, 0.162395], [-0.345353, 0.386847, -0.094000], [1.080516, 0.850241, -0.141585], [3.435751, 1.400734, 0.722374], [2.579229, -2.041096, -0.315724], [-2.493432, -2.318342, 0.482642], [-3.977162, -0.837659, -0.279015], [-3.352619, 1.954535, -0.086988], [-0.959317, 2.420660, 0.241738], [4.565435, -0.296052, 0.012657], [0.525236, -1.928697, -0.198387], [1.120949, 2.125169, -0.425778]],
  "atomic_forces_ev_per_a": [[5.1, -4.7, -1.1], [-0.4, 2.8, 0.8], [-4.5, 1.3, -0.6], [-1.6, 0.7, 0.9], [3.8, -5.3, 1.8], [-1.8, 7.5, -0.8], [3.0, 0.1, -0.7], [-4.0, 2.4, -0.6], [2.8, -3.0, 0.8], [-2.8, 5.1, -2.0], [0.5, -0.1, -0.4], [2.4, -3.3, -0.1], [2.1, 0.9, -1.9], [-0.7, -0.3, 0.7], [0.4, -2.7, 0.6], [-0.8, -2.3, -0.1], [-5.4, 4.0, 1.1], [0.1, 1.5, 0.3], [2.0, -4.7, 1.4]],
  "mulliken_charge": [-0.09, 0.01, -0.40, 0.33, -0.59, -0.44, -0.41, -0.38, 0.75, 0.66, 0.34, 0.60, 0.21, 0.43, 0.27, 0.29, -0.54, -0.37, -0.65],
  "multiplicity": 1,
  "mol_weight_g_mol": 174.15,
  "orbital_gap_ev": 8.5,
  "relative_energy_kcal_mol": 90.4,
  "homo_energy_ev": -9.30,
  "smiles": "O=Cc1coc2ccccc2c1=O",
  "charge": 0
}



{
  "formula": "C9H9Cl2N3",
  "method": "ωB97M-V/def2-TZVPD",
  "elements": ["C", "C", "C", "C", "C", "C", "C", "C", "C", "H", "H", "H", "H", "H", "H", "H", "H", "H", "N", "N", "N", "Cl", "Cl"],
  "positions_angstrom": [[-1.803630, -0.921587, 0.041346], [-2.969870, -0.505725, 0.715493], [-3.248167, 0.874745, 0.912519], [-2.271824, 1.773105, 0.430284], [-1.032340, 1.312409, -0.097574], [-0.752574, -0.071895, -0.247651], [1.736105, -0.404345, -0.262064], [3.909020, -0.620060, 0.147539], [3.306792, 0.024131, 1.360866], [-3.611846, -1.293470, 1.137288], [-4.201258, 1.173607, 1.361806], [-2.377421, 2.855446, 0.517711], [0.424319, -1.330775, -1.447565], [4.592841, -1.416619, 0.333138], [4.472698, 0.120386, -0.417642], [3.904653, 0.849345, 1.834076], [3.090174, -0.732387, 2.145934], [1.317732, 0.818074, 1.514471], [0.416570, -0.565564, -0.790930], [2.777112, -0.945199, -0.705312], [2.016351, 0.485905, 0.840082], [-1.563811, -2.625918, -0.333593], [0.074211, 2.470961, -0.865857]],
  "atomic_forces_ev_per_a": [[-0.8, -0.6, 1.2], [0.0, 0.3, -0.1], [1.3, -1.1, -0.8], [0.8, -0.3, 0.3], [-0.8, 0.1, -0.3], [-0.4, 1.1, -0.3], [-1.1, 2.0, 1.7], [-0.2, 1.5, -1.1], [-0.5, 0.3, 1.8], [0.1, 0.5, -0.5], [0.6, 0.1, -0.1], [-0.2, -0.3, -0.1], [-0.5, 0.0, 0.1], [0.1, -0.9, 0.2], [0.3, 0.3, 0.0], [-0.5, -0.7, -0.6], [0.4, 0.2, -0.2], [0.3, -0.6, -0.7], [2.9, 0.3, 0.2], [-0.1, -2.0, -1.0], [-0.9, -0.1, -0.5], [-0.3, 0.4, 0.3], [-0.7, -0.6, 0.7]],
  "mulliken_charge": [0.27, -0.38, -0.53, -0.45, 0.47, -0.07, 0.16, -0.52, -0.42, 0.35, 0.37, 0.37, 0.29, 0.35, 0.27, 0.29, 0.26, 0.26, -0.16, -0.59, -0.19, -0.20, -0.17],
  "multiplicity": 1,
  "mol_weight_g_mol": 230.10,
  "orbital_gap_ev": 8.9,
  "homo_energy_ev": -8.29,
  "smiles": "Clc1cccc(Cl)c1NC1=NCCN1",
  "charge": 0
}



{
  "formula": "C2H8NO2",
  "method": "ωB97M-V/def2-TZVPD",
  "elements": ["C", "N", "H", "H", "H", "H", "H", "H", "O", "C", "O", "H", "H"],
  "positions_angstrom": [[0.172418, -1.417968, 0.291075], [1.491021, -0.887686, 0.865005], [-0.262560, -0.683474, -0.247966], [0.277448, -2.370741, -0.331986], [-0.458133, -1.642485, 1.074944], [2.178735, -1.576089, 0.664443], [1.311144, -0.714695, 1.866202], [1.646917, 0.044170, 0.515097], [-0.091704, 0.992901, -1.319362], [-0.938505, 1.752042, -1.213038], [-1.636497, 1.779587, -0.049963], [-1.250696, 2.467055, -1.996418], [-2.439588, 2.257383, -0.118033]],
  "atomic_forces_ev_per_a": [[1.9, -3.0, -0.5], [-2.8, 0.2, 0.7], [-1.1, 2.2, -1.8], [0.4, 1.5, 0.9], [-1.2, -0.6, 1.9], [1.3, -0.2, 0.2], [0.7, -0.6, -0.3], [0.6, 0.3, -0.9], [4.7, -3.3, -0.9], [-4.4, 3.3, 0.9], [1.1, -0.7, -0.1], [-0.1, -0.1, 0.3], [-1.3, 1.1, -0.1]],
  "mulliken_charge": [-0.56, -0.27, 0.15, 0.32, 0.35, 0.34, 0.37, 0.34, -0.45, 0.17, -0.43, 0.34, 0.34],
  "multiplicity": 1,
  "mol_weight_g_mol": 78.09,
  "orbital_gap_ev": 11.4,
  "relative_energy_kcal_mol": 31.1,
  "homo_energy_ev": -14.96,
  "charge": 1
}



{
  "formula": "C29H51BrCl2N3O6PS2",
  "method": "ωB97M-V/def2-TZVPD",
  "elements": ["C", "C", "C", "Br", "C", "O", "C", "S", "C", "C", "O", "O", "C", "C", "C", "O", "C", "O", "C", "S", "C", "C", "Cl", "C", "C", "Cl", "N", "C", "C", "C", "C", "N", "C", "C", "C", "C", "P", "C", "C", "H", "H", "H", "H", "H", "H", "H", "H", "H", "H", "H", "H", "H", "H", "H", "H", "H", "H", "H", "H", "H", "H", "H", "H", "H", "H", "H", "H", "H", "H", "H", "H", "H", "H", "H", "H", "H", "H", "H", "H", "H", "H", "H", "H", "C", "C", "O", "N", "C", "H", "H", "H", "H", "H", "H", "H"],
  "positions_angstrom": [[5.430645, -2.400766, 5.333209], [4.493915, -3.073244, 4.330483], [3.025372, -2.641797, 4.370636], [2.883886, -0.709581, 4.613565], [2.324111, -3.093353, 3.086272], [1.121488, -2.431785, 2.786765], [1.175120, -1.517047, 1.715552], [1.497523, -2.344218, 0.116810], [3.254638, -1.914101, -0.118583], [3.494729, -1.378164, -1.496103], [3.437797, -2.052181, -2.471616], [3.773110, -0.052642, -1.527799], [4.912697, 0.315257, -2.305708], [6.153296, 0.481999, -1.423106], [7.159540, -0.651626, -1.629313], [6.764667, 1.723394, -1.862163], [7.151533, 2.569034, -0.873656], [6.768696, 3.686785, -0.855160], [8.138313, 2.061968, 0.141418], [9.845229, 2.484360, -0.305324], [-0.225257, -0.873760, 1.646152], [-0.170745, 0.628958, 1.356345], [0.981536, 1.032615, 0.035769], [0.304784, 1.379565, 2.613522], [0.644045, 2.856002, 2.382221], [-1.049247, 1.282561, 3.798473], [-1.089201, -1.706258, 0.758817], [-1.574564, -0.999136, -0.441520], [-2.310301, -1.913121, -1.430698], [-3.816469, -1.679328, -1.507328], [-4.138105, -0.329754, -2.160562], [-4.712061, 0.667214, -1.272492], [-5.519423, 0.486120, -0.172898], [-5.821775, 1.724550, 0.376181], [-5.180865, 2.708944, -0.424856], [-4.515929, 2.016111, -1.429311], [-2.241267, -2.533729, 1.770520], [-3.697999, -1.442556, 2.075906], [-2.854483, -4.000069, 0.863969], [5.809827, -1.462454, 4.950610], [4.937663, -2.251784, 6.289067], [6.277700, -3.061237, 5.506025], [4.868390, -2.875116, 3.326767], [4.518589, -4.151627, 4.480048], [2.545919, -3.106281, 5.224115], [3.036502, -3.065449, 2.264645], [2.064653, -4.141712, 3.238797], [1.952820, -0.776932, 1.893722], [3.532027, -1.173510, 0.624857], [3.877150, -2.792117, 0.029430], [4.700510, 1.274182, -2.764772], [5.093549, -0.401263, -3.099932], [5.845073, 0.558824, -0.382831], [8.161256, -0.290780, -1.419672], [6.951303, -1.507613, -0.994474], [7.161332, -0.939918, -2.675644], [8.062552, 0.993354, 0.293124], [7.935119, 2.579932, 1.070370], [9.718199, 2.624138, -1.629612], [-0.622808, -0.957384, 2.654267], [-1.147417, 1.041298, 1.133999], [1.157983, 0.870843, 3.042222], [0.197754, 3.236571, 1.471520], [0.247295, 3.440890, 3.204535], [1.720161, 2.990592, 2.389100], [-0.720015, -0.588251, -0.964870], [-2.260672, -0.186911, -0.183020], [-1.926404, -1.692519, -2.426572], [-2.062810, -2.954877, -1.257408], [-4.296861, -1.802968, -0.541699], [-4.231633, -2.456898, -2.147916], [-4.775215, -0.452712, -3.034085], [-3.200735, 0.093663, -2.513262], [-5.821998, -0.491069, 0.150358], [-6.422153, 1.896733, 1.250351], [-5.194566, 3.773185, -0.287061], [-3.933004, 2.413610, -2.241766], [-4.609262, -1.899073, 1.694269], [-3.575333, -0.454915, 1.636046], [-3.788489, -1.307040, 3.146795], [-2.019087, -4.453142, 0.339341], [-3.638006, -3.784684, 0.136063], [-3.242201, -4.703865, 1.590808], [-7.061935, 4.884160, -5.447571], [-6.831443, 4.442887, -4.019135], [-6.230320, 5.139423, -3.219536], [-7.322953, 3.227730, -3.655771], [-8.051871, 2.276210, -4.470040], [-6.613759, 5.863733, -5.577903], [-6.599073, 4.188168, -6.148167], [-8.128433, 4.952193, -5.664880], [-7.133804, 2.988152, -2.692665], [-9.036345, 2.085812, -4.038827], [-7.511619, 1.328433, -4.517799], [-8.182080, 2.652169, -5.478747]],
  "atomic_forces_ev_per_a": [[-0.1, -0.6, 0.0], [-0.1, 0.4, 0.0], [0.4, -0.2, -0.3], [0.0, 0.0, 0.0], [-0.1, -0.2, 0.3], [0.0, 0.0, 0.1], [-0.4, -0.1, -0.1], [0.1, 0.0, -0.1], [-0.2, 0.2, 0.5], [-0.3, 0.1, 0.4], [0.2, -0.6, -0.9], [0.5, 0.0, 0.5], [-0.2, 0.5, -0.2], [0.6, -0.4, -0.7], [0.0, 0.4, 0.0], [-0.2, -0.2, 0.2], [0.2, -0.4, 0.1], [-0.4, 1.2, -0.1], [-0.1, -0.3, 0.0], [0.4, 0.1, 0.1], [0.2, -0.4, -0.5], [0.5, 0.0, 0.7], [-0.1, 0.1, -0.1], [-0.2, 0.5, -0.4], [-0.2, -0.2, 0.4], [0.0, -0.2, 0.2], [-1.1, 0.7, 0.1], [-0.1, -0.6, -0.2], [0.1, 0.2, -0.1], [0.0, -0.4, -0.4], [0.1, 0.1, 0.3], [-0.3, 0.7, 0.6], [-0.1, 0.5, 0.0], [0.3, -0.5, -0.6], [0.2, -1.0, -0.5], [-0.3, 0.6, 0.5], [1.0, -0.5, 1.4], [0.1, -0.1, -0.5], [-0.4, 0.6, -0.6], [-0.1, 0.3, 0.1], [0.0, 0.2, 0.1], [0.2, 0.0, 0.0], [0.1, -0.1, -0.1], [-0.1, -0.2, -0.1], [-0.2, 0.3, 0.3], [0.0, 0.2, -0.2], [0.1, -0.2, -0.1], [0.1, 0.1, -0.1], [0.0, 0.1, 0.0], [0.1, -0.2, -0.2], [-0.1, 0.1, 0.0], [-0.1, -0.2, -0.1], [-0.1, 0.1, 0.1], [0.2, -0.1, 0.2], [-0.1, -0.2, 0.0], [0.0, -0.2, -0.1], [0.0, -0.2, 0.1], [0.0, 0.0, 0.2], [-0.2, -0.1, 0.0], [0.0, 0.0, 0.2], [-0.1, 0.0, -0.5], [0.0, -0.2, 0.3], [0.1, 0.0, -0.2], [0.0, 0.1, 0.1], [0.1, 0.1, -0.3], [0.2, 0.2, 0.1], [0.1, 0.2, 0.1], [0.1, -0.1, -0.1], [0.0, -0.1, 0.1], [0.0, 0.2, 0.1], [-0.1, -0.1, 0.0], [-0.2, -0.1, 0.0], [0.0, 0.1, -0.2], [0.0, -0.1, 0.0], [-0.1, 0.0, 0.1], [0.0, 0.1, -0.1], [0.1, -0.1, -0.1], [-0.2, 0.1, 0.0], [-0.1, 0.1, -0.1], [0.0, 0.0, 0.2], [0.2, -0.1, 0.1], [0.0, -0.1, 0.0], [0.0, -0.1, 0.2], [0.0, 0.0, 0.0], [0.0, 0.0, 0.0], [0.0, 0.0, 0.0], [0.0, 0.0, 0.0], [0.1, 0.0, 0.3], [0.0, 0.0, 0.1], [-0.1, 0.0, 0.0], [0.0, 0.0, -0.1], [0.1, 0.0, 0.0], [0.0, 0.0, -0.1], [0.0, 0.0, -0.1], [0.0, 0.0, 0.0]],
  "mulliken_charge": [-1.41, -0.22, 0.12, -0.12, -0.75, -0.41, -0.13, -0.12, -0.17, 0.13, -0.59, -0.16, -1.11, 0.62, -1.54, -0.39, 0.38, -0.52, -0.25, -0.21, -1.39, -0.18, -0.09, 1.00, -1.40, -0.22, 0.65, -0.07, -1.74, -0.09, -0.90, 0.67, -0.60, -0.68, -0.72, -0.76, 0.00, -1.03, -1.11, 0.36, 0.32, 0.42, 0.21, 0.33, 0.41, 0.05, 0.42, 0.64, 0.26, 0.56, 0.36, 0.38, 0.43, 0.47, 0.32, 0.39, 0.23, 0.37, 0.14, 0.54, 0.42, -0.27, 0.33, 0.47, 0.32, 0.26, 0.09, 0.49, 0.53, -0.05, 0.38, 0.28, 0.49, 0.55, 0.49, 0.52, 0.51, 0.32, 0.19, 0.50, 0.29, 0.32, 0.44, -1.36, 0.89, -0.63, -0.08, -0.87, 0.31, 0.34, 0.37, 0.15, 0.30, 0.24, 0.34],
  "multiplicity": 1,
  "mol_weight_g_mol": 783.66,
  "orbital_gap_ev": 8.0,
  "homo_energy_ev": -7.84,
  "smiles": "CC[C@@H](Br)CO[C@@H](SCC(=O)OC[C@@H](C)OC(=O)CS)[C@@H]([C@H](Cl)[C@@H](C)Cl)N(CCCCn1cccc1)P(C)C.CNC(C)=O",
  "charge": 0
}